Entry from the OMol25 dataset: a cluster of 8 separate species, C35H63NO25S in total at a distorted geometry (wB97M-V/def2-TZVPD).

The SMILES is NC(=O)CCC1=C(S)C(=O)OC1=O.CCOC(=O)OC.CCOC(=O)OC.CCOC(=O)OC.CCOC(=O)OC.CCOC(=O)OC.CCOC(=O)OC.CCOC(=O)OC. The value obtained for the largest force on an atom is 5.3 eV/Å. The HOMO energy comes out at -9.91 eV. As for the total energy: -100828.394 eV. As for the net charge: 0.

Each line ends with the Mulliken charge.
Atoms and positions in Å:
1 H 1.47 -10.18 1.00  0.3233
2 C -0.81 -0.05 -3.15  -0.6091
3 H -3.23 -4.66 0.91  0.3093
4 C -1.74 0.27 -5.25  0.7978
5 H 4.56 5.35 -3.47  0.2476
6 H -4.80 -0.09 -6.71  0.2532
7 O -3.73 -9.24 7.93  -0.3480
8 C 1.27 -11.83 -0.38  -0.1943
9 C 2.44 6.43 -2.04  0.0148
10 O -0.12 -13.80 0.82  -0.5522
11 H 0.84 15.23 3.77  0.3119
12 H 5.92 13.84 1.52  0.1815
13 H -5.79 -9.62 9.56  0.2909
14 C 7.17 10.66 -2.28  0.7566
15 H -5.05 0.60 -1.36  0.3701
16 O 1.85 13.09 2.37  -0.3265
17 H 3.32 7.15 -4.48  0.1881
18 C -3.68 -6.54 5.74  -0.6232
19 H -0.62 0.51 -2.23  0.2066
20 H -5.12 -8.05 9.99  0.3101
21 O 0.43 7.24 -0.82  -0.5321
22 C -1.95 -5.73 -0.44  -1.0430
23 H 5.55 13.66 3.24  0.3096
24 H -1.66 -9.79 4.10  0.2561
25 H -4.22 -0.66 -8.29  0.3812
26 H 10.09 10.91 -3.63  0.2260
27 H -0.78 14.53 3.92  0.3540
28 C 1.51 6.62 -0.76  0.4247
29 O 6.02 10.17 -2.78  -0.3425
30 H 0.99 12.75 4.24  0.3041
31 H -1.56 -4.71 1.44  0.3147
32 H 9.27 12.24 -2.79  0.2877
33 H -3.25 1.55 -7.80  0.3076
34 H -1.05 -6.34 -0.43  0.3847
35 H 1.08 -17.29 0.41  0.2237
36 C 3.00 13.58 2.88  0.7186
37 H -3.66 -6.59 4.65  0.1056
38 O -2.55 1.09 -5.94  -0.3764
39 H 5.01 12.31 -1.39  0.2792
40 O 3.15 14.03 3.99  -0.5589
41 C -5.26 -1.04 -2.75  -0.0217
42 H -1.78 -4.87 -1.08  0.3069
43 H -6.91 -5.53 -1.86  0.3399
44 C -3.58 -7.95 7.58  0.7590
45 H -1.39 -0.94 -2.89  0.2717
46 H -5.66 -5.42 -0.58  0.2659
47 C -5.66 -3.29 -2.20  0.7265
48 C -3.65 -9.51 9.34  -0.1782
49 C 2.63 4.72 -0.32  0.3384
50 C 1.68 -11.25 0.96  -1.0669
51 O 1.37 -15.31 0.00  -0.3293
52 C -3.92 -0.41 -7.27  -1.0875
53 C 0.68 -16.32 0.72  -0.6229
54 H -3.77 -0.63 -1.23  0.2342
55 H -4.58 -6.00 6.04  0.3573
56 H -1.96 0.36 -7.81  0.3127
57 H 3.40 3.73 -4.75  0.2702
58 H -4.91 -9.42 11.09  0.3559
59 O -1.57 0.78 -4.02  -0.3154
60 H -3.55 -1.32 -6.79  0.3127
61 H 4.08 11.98 -2.84  0.2904
62 H 1.79 -11.30 -1.18  0.2894
63 H 0.20 3.85 -2.82  0.2600
64 H 3.39 11.62 -1.24  0.3502
65 H -5.44 -6.51 -1.96  0.2358
66 C 3.50 3.36 -3.66  -0.4404
67 C 5.19 14.07 2.30  -0.6548
68 N 0.79 3.56 -3.61  -0.3698
69 H -0.02 12.44 2.84  0.2917
70 H 5.15 9.83 -0.91  0.3254
71 H -4.74 -0.51 -3.55  0.1233
72 S 2.50 7.60 -3.45  -0.2253
73 H -6.33 -0.92 -2.92  0.3581
74 O -3.72 -7.87 6.24  -0.3148
75 C -4.84 -0.47 -1.41  -1.1765
76 H 1.14 -11.73 1.79  0.2939
77 O -2.16 -8.18 2.95  -0.3146
78 O -1.27 -0.77 -5.66  -0.5753
79 H 5.10 15.16 2.37  0.3117
80 H -3.48 -10.58 9.44  0.2885
81 H 4.15 2.41 -3.65  0.2674
82 O -4.88 -2.42 -2.86  -0.2811
83 O -0.49 -6.92 2.06  -0.5638
84 C -2.86 0.67 -7.28  -0.1991
85 H -5.37 -0.95 -0.58  0.3840
86 C 4.31 11.61 -1.84  -1.1121
87 C 4.18 4.54 -2.76  -0.6670
88 C 0.72 13.13 3.25  -0.1813
89 H -0.72 -9.63 2.60  0.2974
90 O 2.59 3.58 0.17  -0.4655
91 H -2.78 -9.00 9.78  0.3088
92 C 3.13 5.22 -1.77  0.5456
93 C 2.03 2.94 -3.18  0.3168
94 C 4.89 10.21 -1.91  0.3791
95 H 2.75 -11.41 1.14  0.3348
96 C 9.36 11.15 -2.85  -0.6302
97 O -6.64 -3.02 -1.55  -0.5576
98 O -5.15 -4.52 -2.37  -0.3293
99 O 2.16 5.94 0.31  -0.2645
100 H -0.09 14.90 2.32  0.2881
101 H -2.74 -6.35 -0.88  0.2320
102 H 0.96 4.35 -4.25  0.2456
103 C -4.94 -9.13 10.04  -1.0956
104 H 5.04 4.03 -2.19  0.3491
105 O -2.70 -6.43 1.77  -0.3547
106 O -3.39 -7.03 8.33  -0.5566
107 C 0.86 -14.08 0.17  0.7711
108 H -2.78 -6.01 6.07  0.3296
109 H -0.40 -8.55 4.00  0.3231
110 O 7.32 11.11 -1.17  -0.5493
111 H 9.72 10.74 -1.91  0.2930
112 C -1.67 -7.15 2.25  0.7892
113 C -1.17 -9.08 3.44  -0.7129
114 O 3.94 13.50 1.92  -0.2561
115 C 0.14 14.52 3.32  -1.0926
116 O 8.11 10.58 -3.23  -0.3382
117 C -2.35 -5.30 0.96  -0.2210
118 O 1.95 1.95 -2.38  -0.5453
119 H 0.14 -0.32 -3.59  0.3071
120 H 4.14 9.53 -2.32  -0.1574
121 O 1.65 -13.20 -0.48  -0.3402
122 C -5.84 -5.54 -1.65  -0.6795
123 H 0.19 -11.71 -0.55  0.3017
124 H 0.86 -16.20 1.80  0.2878
125 H -0.39 -16.31 0.51  0.2902